[1]
The following is a DFT calculation (wB97M-V/def2-TZVPD) of a structure of composition C14H16BCdCl3N2O3S5Si.

```
46
Properties=species:S:1:pos:R:3:forces:R:3
Cd -2.290 1.036 -2.577 0.15 -0.06 0.48
S -6.264 6.723 -5.008 -0.06 0.07 -0.04
C -5.397 5.399 -4.483 0.14 -0.09 0.09
S -5.904 4.352 -3.225 0.10 -0.04 -0.09
C -4.536 3.247 -3.208 -0.14 0.14 -0.06
C -3.569 3.528 -4.113 -0.08 0.07 -0.04
S -2.075 2.682 -4.416 0.10 0.02 -0.13
S -3.873 4.935 -5.117 -0.10 -0.06 0.06
S -4.604 1.957 -2.044 -0.07 -0.01 0.06
C 3.244 1.308 3.817 -0.01 -0.03 -0.01
C 2.558 -0.051 3.972 0.01 0.00 -0.01
C 3.611 -1.150 3.769 -0.01 0.01 0.02
C 2.011 -0.134 5.403 -0.01 0.02 -0.02
C 1.437 -0.250 2.948 0.00 -0.03 0.00
C 0.573 -1.340 3.078 0.03 -0.01 0.01
C -0.427 -1.621 2.149 -0.03 -0.01 -0.04
C -0.540 -0.774 1.073 0.10 0.06 0.03
O -1.404 -0.813 0.020 -0.08 -0.02 -0.04
B -1.086 0.290 -0.816 -0.12 -0.05 -0.20
O -0.013 0.979 -0.215 0.04 0.08 -0.02
C 0.306 0.311 0.928 -0.06 -0.08 0.02
C 1.296 0.595 1.842 0.00 0.05 -0.01
H 3.990 1.433 4.606 0.00 0.00 0.00
H 2.523 2.125 3.895 0.01 0.01 0.00
H 3.757 1.393 2.859 -0.01 0.01 -0.01
H 4.433 -1.033 4.483 0.00 0.00 0.00
H 4.015 -1.106 2.757 0.01 0.00 0.00
H 3.171 -2.139 3.906 0.00 0.00 0.01
H 2.813 0.055 6.122 0.00 0.00 0.00
H 1.592 -1.116 5.624 -0.01 0.00 -0.01
H 1.226 0.609 5.556 0.00 0.00 0.02
H 0.688 -2.012 3.920 0.00 0.00 0.00
H -1.075 -2.481 2.258 0.00 0.00 0.00
H 1.937 1.449 1.679 0.00 0.00 0.00
Cl -2.323 -1.028 -7.255 0.01 0.04 0.04
Si -1.353 -1.039 -5.308 0.08 -0.03 -0.21
Cl -0.660 -3.192 -5.477 -0.03 -0.10 0.01
Cl -3.140 -1.478 -4.097 -0.01 0.00 0.08
N 1.646 -2.914 -3.072 -0.06 -0.14 -0.04
C 0.910 -2.571 -1.960 -0.06 0.12 0.07
N -0.389 -3.020 -1.964 0.05 0.02 -0.03
O 1.399 -1.962 -1.017 0.00 -0.06 -0.06
H 1.124 -3.148 -3.909 0.08 0.13 0.01
H 2.451 -2.328 -3.208 0.01 -0.01 0.02
H -0.816 -3.178 -2.868 -0.01 -0.01 0.01
H -0.976 -2.529 -1.306 -0.01 0.00 0.01
```
Positions in Å, forces in eV/Å.

As for the total charge: -2. Its energy relative to the best compared isomer or geometry (same formula, charge and spin) is 0.0 kJ/mol. The value obtained for the HOMO-LUMO gap is 0.2011 Eh. The value obtained for the highest occupied orbital energy is -0.0655 Ha. As for the largest force on an atom: 0.5 eV/Å.

=====

[2]
The following is a DFT calculation (wB97M-V/def2-TZVPD) of a cluster of 2 separate species, C14H16BCl3N2O in total at a distorted geometry.

```
37
Properties=species:S:1:pos:R:3:forces:R:3
Cl 2.764 -1.757 2.407 -0.18 0.61 -0.10
B 2.088 -0.013 2.272 1.00 -0.23 0.01
Cl 2.308 0.916 3.864 -0.30 -0.17 -0.30
Cl 2.839 0.929 0.873 -0.18 -0.08 0.06
O 0.619 -0.236 2.031 -1.94 0.43 -0.30
C -0.332 0.551 1.734 1.45 -0.25 0.98
C -1.698 0.160 2.055 -0.60 -0.25 0.18
C -2.659 1.172 2.239 0.17 -0.24 -0.66
C -4.005 0.849 2.382 -0.19 -0.35 0.30
C -4.402 -0.501 2.427 0.49 0.25 0.05
C -3.426 -1.512 2.398 -0.16 0.25 0.19
C -2.079 -1.184 2.256 -0.03 0.12 -0.39
H -0.108 1.577 1.417 -0.05 -0.32 0.35
H -2.308 2.201 2.239 -0.27 -0.05 -0.17
H -4.757 1.636 2.487 0.34 -0.27 -0.05
H -5.463 -0.758 2.532 0.51 0.12 -0.08
H -3.727 -2.558 2.513 0.17 0.43 -0.07
H -1.322 -1.966 2.267 -0.10 0.19 -0.16
C 1.537 0.522 -5.657 -0.09 -0.13 0.07
N 1.161 1.584 -4.750 0.01 0.08 -0.12
C 1.432 2.877 -5.338 -0.01 0.11 0.10
C 0.676 1.387 -3.487 -0.19 -0.17 0.36
C 0.587 2.438 -2.533 -0.03 -0.30 0.26
C 0.220 2.137 -1.223 0.13 -0.30 -0.96
N -0.148 0.921 -0.826 -0.64 -0.01 0.48
C -0.226 -0.042 -1.737 0.47 0.22 -0.78
C 0.208 0.112 -3.052 -0.01 0.37 0.25
H 1.527 -0.440 -5.148 0.12 0.05 -0.17
H 0.851 0.493 -6.518 0.15 -0.12 0.14
H 2.553 0.725 -6.033 -0.28 -0.18 0.10
H 0.986 3.676 -4.748 0.05 -0.02 -0.20
H 2.517 3.046 -5.426 -0.24 0.05 0.06
H 1.004 2.895 -6.355 0.10 0.12 0.33
H 0.837 3.462 -2.788 0.07 -0.24 0.11
H 0.222 2.907 -0.461 0.09 0.11 -0.03
H -0.665 -0.982 -1.412 0.22 -0.02 -0.01
H 0.168 -0.735 -3.730 -0.08 0.19 0.17
```
Positions in Å, forces in eV/Å.

The value obtained for the HOMO-LUMO gap is 0.2688 Eh. The value obtained for the highest occupied orbital energy is -0.3116 Ha. As for the largest force on an atom: 2.0 eV/Å.